{"formula": "C20H34MgO10", "method": "ωB97M-V/def2-TZVPD", "symbols": ["Mg", "C", "C", "O", "H", "H", "H", "H", "H", "C", "C", "O", "H", "H", "H", "H", "H", "O", "C", "O", "C", "C", "C", "H", "H", "H", "H", "H", "H", "O", "C", "O", "C", "C", "C", "H", "H", "H", "H", "H", "H", "O", "C", "O", "C", "C", "C", "H", "H", "H", "H", "H", "H", "O", "C", "O", "C", "C", "C", "H", "H", "H", "H", "H", "H"], "positions_angstrom": [[-0.501544, -0.418061, -0.595309], [0.907290, 0.898338, -4.018701], [0.036357, -0.362856, -3.831089], [-0.519291, -0.569387, -2.600079], [0.229122, 1.760677, -4.027344], [1.334747, 0.916673, -5.025449], [1.624686, 1.072397, -3.214598], [0.720906, -1.186004, -4.121225], [-0.801502, -0.248667, -4.537026], [-3.817084, 1.503264, 0.946386], [-3.416097, 0.012761, 0.921130], [-2.407347, -0.238460, 0.034955], [-4.494260, 1.741975, 1.776444], [-4.344888, 1.808529, 0.035949], [-2.991805, 2.225083, 0.976012], [-4.330312, -0.507303, 0.596146], [-3.130112, -0.240196, 1.957724], [-0.433655, -2.388146, -0.051215], [-0.815347, -3.376899, 0.501738], [-0.061640, -4.078608, 1.340714], [-0.809875, -5.159981, 1.937970], [-2.267184, -4.938543, 1.532698], [-2.186124, -3.925555, 0.392868], [-0.624182, -5.254700, 3.006031], [-0.366366, -6.038536, 1.460771], [-2.902267, -4.623421, 2.355377], [-2.562304, -5.933683, 1.192657], [-2.888686, -3.112171, 0.585278], [-2.429674, -4.296945, -0.600394], [1.701388, -0.631438, -0.659492], [2.691156, -1.139229, -1.076119], [3.123331, -2.331643, -0.609189], [4.355463, -2.713305, -1.229747], [4.864338, -1.473930, -1.981255], [3.623722, -0.623877, -2.151461], [4.218578, -3.568322, -1.889898], [5.066344, -2.946086, -0.439148], [5.338409, -1.801497, -2.906648], [5.660790, -1.051390, -1.369359], [3.098789, -0.795562, -3.093890], [3.813880, 0.443061, -2.073830], [0.072421, 1.532048, -0.461865], [-0.164159, 2.623257, -0.902632], [-0.794197, 2.769914, -2.062831], [-1.024960, 4.158246, -2.399767], [-0.173566, 4.904164, -1.393729], [-0.048385, 3.945600, -0.188905], [-2.099412, 4.283331, -2.273410], [-0.631430, 4.300126, -3.403152], [-0.603944, 5.858696, -1.082563], [0.787232, 5.168373, -1.836975], [-0.842723, 4.177047, 0.515578], [0.933844, 4.140158, 0.234628], [0.256862, -0.098620, 1.626636], [0.271801, 0.547043, 2.619663], [1.418862, 0.974791, 3.169267], [1.138163, 1.879735, 4.251599], [-0.177812, 1.322758, 4.771207], [-0.876991, 1.179122, 3.386272], [1.087488, 2.897381, 3.864130], [1.924558, 1.809234, 5.001160], [-0.804113, 1.973778, 5.379449], [-0.039880, 0.352195, 5.241761], [-1.069859, 2.194765, 3.034416], [-1.847572, 0.698495, 3.461703]], "atomic_forces_ev_per_a": [[-1.114, -0.149, -0.989], [-1.176, 0.768, -0.140], [0.067, 0.115, 0.719], [0.384, 0.166, 1.029], [0.135, 0.016, 0.242], [0.482, -0.234, 0.149], [0.186, -0.215, -0.147], [-0.350, -0.373, -0.278], [0.335, -0.353, -0.598], [-0.475, 0.634, -0.194], [0.789, 1.054, -0.886], [0.771, -0.129, -0.133], [0.032, -0.085, 0.068], [-0.057, -0.367, -0.077], [0.373, -0.423, 0.316], [-0.161, -0.354, 0.521], [-0.309, -0.397, 0.173], [0.853, -0.091, -0.082], [-0.367, 0.470, -0.292], [0.388, 0.287, 0.763], [0.547, -0.163, -0.711], [0.344, -1.307, -0.373], [-1.235, -0.086, 0.822], [0.082, 0.503, -0.003], [-0.354, -0.204, 0.168], [0.049, 0.076, -0.009], [-0.682, 0.247, 0.041], [0.181, 0.213, -0.274], [0.302, -0.101, -0.018], [-0.367, 0.302, 0.108], [0.417, -0.161, -0.016], [0.019, -0.055, -0.183], [0.380, 0.370, 0.123], [0.458, -0.866, -0.186], [0.149, -0.004, 0.041], [-0.270, -0.062, 0.133], [-0.180, -0.400, 0.040], [-0.116, 0.238, -0.117], [-0.244, 0.557, -0.074], [0.110, -0.021, -0.068], [-0.225, 0.020, 0.139], [0.626, 0.449, 0.352], [-1.598, -0.357, 0.503], [0.356, 0.020, -0.258], [0.422, -0.749, 0.579], [-0.274, 1.099, 0.497], [1.038, 1.373, -1.565], [0.055, 0.402, -0.376], [-0.580, 0.036, -0.176], [-0.145, -0.064, -0.147], [0.127, -0.329, 0.105], [-0.070, -0.639, 0.165], [-0.103, -0.536, 0.497], [0.105, -0.984, -0.371], [-1.167, 1.142, -0.410], [0.860, 0.177, 0.164], [0.041, -0.736, 0.976], [-1.087, 0.987, -1.104], [0.231, -0.275, 1.520], [-0.180, 0.041, 0.052], [0.256, -0.019, -0.296], [0.462, 0.082, 0.359], [0.067, 0.016, 0.099], [0.150, -0.044, -0.358], [0.256, -0.531, -0.556]], "lumo_ev": 0.547, "de_lowest_kcal_mol": 37.0, "orbital_gap_ev": 6.974, "total_charge": 0, "max_force_ev_per_a": 2.33}